C6H10OS | ωB97M-V with the def2-TZVPD basis set

ORCA input file:
```
! wB97M-V def2-TZVPD RIJCOSX def2/J DEFGRID3
* xyz 0 1
C 2.02092 -0.18808 1.55202
C 0.97972 0.11043 0.79062
S 0.12389 1.61522 0.61066
C -0.70684 0.99801 -1.01278
C -1.69253 2.08304 -1.28040
O -0.84351 -0.39452 -0.72693
C 0.29495 -0.92370 -0.13049
C -0.05917 -2.25437 0.65931
H 2.54495 0.62135 2.13493
H 2.37932 -1.20546 1.56128
H 0.10268 1.04836 -1.64204
H -2.26561 2.35984 -0.41750
H -2.40269 1.63153 -2.06843
H -1.14339 3.06487 -1.58969
H 1.04003 -1.06787 -0.89646
H 0.78918 -2.46731 1.29564
H -0.21871 -2.98372 -0.16264
H -0.94320 -2.04764 1.32291
*
```

The calculation puts the relative energy (zero: lowest compared OMol25 entry of this formula, charge and spin) at 200.3 kJ/mol. The calculation puts the LUMO energy at 0.88 eV. The value obtained for the HOMO energy is -8.3 eV. Its SMILES is C=C1S[C@H](C)O[C@@H]1C.


C6H10OSe | ωB97M-V with the def2-TZVPD basis set

ORCA input file:
```
! wB97M-V def2-TZVPD RIJCOSX def2/J DEFGRID3
* xyz 0 1
C -0.39661 0.50397 -1.30010
C -0.72645 1.24166 0.04676
C -0.24969 0.50109 1.26500
C -0.48266 -1.04249 1.24554
C 0.17360 -1.64770 -0.01534
C 0.07047 -0.81607 -1.20750
O -0.47001 1.02589 -2.43186
Se 2.77249 1.46454 -1.02285
H -0.33223 2.15968 0.06357
H -1.89202 1.25405 -0.10388
H 0.74336 0.60520 1.36857
H -0.76159 0.91860 2.01388
H 0.02033 -1.57808 1.95690
H -1.64858 -1.10201 1.39278
H 1.36257 -1.81103 0.05170
H -0.20594 -2.66268 -0.00638
H 0.49246 -1.36503 -2.01728
H 1.53048 2.35041 -1.29951
*
```

The calculation puts the relative energy (zero: lowest compared OMol25 entry of this formula, charge and spin) at 376.5 kJ/mol. The calculation puts the LUMO energy (spin up / spin down) at -3.15 / -3.16 eV. The value obtained for the HOMO energy (spin up / spin down) is -7.9 / -7.9 eV.


Question: relative energy (zero: lowest compared OMol25 entry of this formula, charge and spin) of number 1 (C6H10OS)?
Answer: 200.3 kJ/mol